Entry 1:
The following is a DFT calculation (ωB97M-V/def2-TZVPD) of C2H2FPr as an isolated structure at a distorted geometry.

Properties
HOMO energy (spin up / spin down) ... -0.448 / -0.449 hartree
Strongest force on any atom ... 3.77 eV/Å
<S²> ... 3.75
Orbital gap (spin up / spin down) ... 6.3 / 6.4 eV
2S+1 ... 4
Charge ... +1

CARTESIAN COORDINATES (ANGSTROEM)
F (-1.90973, -0.41596, -0.09624)
H (-0.82781, -1.13676, -0.39458)
C (0.50968, -0.30656, 0.11419)
C (-0.30895, 0.61859, 0.48045)
H (-0.61164, 1.61369, 0.16747)
Pr (3.14844, -0.37300, -0.27129)

Löwdin population analysis, charges in e, atoms 1 to 5: atom 1 (F): -0.35, atom 2 (H): 0.23, atom 3 (C): -0.38, atom 4 (C): -0.08, atom 5 (H): 0.06



Entry 2:
The following is a DFT calculation (ωB97M-V/def2-TZVPD) of C24H20IrN4OS2 as an isolated structure at a distorted geometry.

Properties
HOMO energy (spin up / spin down) ... -0.516 / -0.515 hartree
Strongest force on any atom ... 2.03 eV/Å
<S²> ... 0.78
Orbital gap (spin up / spin down) ... 6.3 / 5.2 eV
2S+1 ... 2
Charge ... +2
Energy relative to the best compared isomer or geometry (same formula, charge and spin) ... 0.6865 eV

CARTESIAN COORDINATES (ANGSTROEM)
Ir (-0.13727, 0.61646, -0.92452)
O (1.99146, 0.99046, -1.35957)
N (2.42112, 2.22644, -1.43479)
C (3.74473, 2.45470, -1.56645)
C (4.22499, 3.73909, -1.58628)
C (3.34324, 4.81702, -1.49105)
C (1.99376, 4.56813, -1.40124)
C (1.53384, 3.24892, -1.37732)
S (-0.13747, 2.86319, -1.28909)
H (4.36270, 1.57367, -1.64569)
H (5.29084, 3.89626, -1.66601)
H (3.71593, 5.83152, -1.49188)
H (1.26282, 5.36217, -1.33993)
C (-4.38916, 1.39874, -0.74779)
C (-4.90011, 0.11241, -0.79594)
C (-4.03685, -0.97457, -0.83432)
C (-2.66275, -0.77910, -0.85094)
C (-2.13127, 0.51557, -0.78560)
C (-3.01124, 1.59792, -0.73930)
C (-1.67693, -1.86018, -0.96721)
C (-2.00808, -3.21522, -1.03046)
C (-1.02885, -4.15933, -1.13393)
C (0.31920, -3.76883, -1.18564)
C (1.36240, -4.71471, -1.31494)
C (2.65897, -4.31012, -1.40496)
C (2.95753, -2.93508, -1.34761)
C (1.96808, -1.99971, -1.19956)
C (0.61940, -2.38528, -1.12714)
N (-0.39968, -1.44975, -1.01170)
H (-5.05861, 2.24807, -0.71793)
H (-5.96981, -0.04501, -0.80987)
H (-4.44184, -1.97714, -0.87033)
H (-2.64275, 2.61581, -0.70051)
H (-3.04577, -3.51022, -0.99364)
H (-1.27551, -5.21272, -1.18654)
H (1.11224, -5.76737, -1.35165)
H (3.44624, -5.04159, -1.52237)
H (3.98532, -2.60567, -1.42195)
H (2.23838, -0.95939, -1.15794)
C (1.24328, 0.19715, 4.26046)
N (-0.08562, 0.46719, 3.71621)
C (-1.27170, 0.50037, 4.43342)
C (-2.26473, 0.76056, 3.56053)
N (-1.67223, 0.88695, 2.31838)
C (-0.35179, 0.70544, 2.42999)
S (0.85483, 0.78807, 1.19790)
H (1.16887, 0.07736, 5.33628)
H (1.91716, 1.02259, 4.03953)
H (1.64543, -0.71577, 3.82405)
H (-1.31155, 0.33899, 5.49600)
H (-3.32245, 0.86565, 3.72080)
H (-2.14880, 1.09990, 1.45004)

Löwdin population analysis, charges in e, atoms 1 to 5: atom 1 (Ir): 1.05, atom 2 (O): -0.35, atom 3 (N): -0.19, atom 4 (C): 0.03, atom 5 (C): 0.01



Entry 3:
The following is a DFT calculation (ωB97M-V/def2-TZVPD) of C2H4Br6Ca2O2 as an isolated structure.

Properties
HOMO energy ... -0.556 hartree
Strongest force on any atom ... 0.98 eV/Å
Orbital gap ... 6.9 eV
2S+1 ... 1
Charge ... +2
Energy relative to the best compared isomer or geometry (same formula, charge and spin) ... 0.0000 eV

CARTESIAN COORDINATES (ANGSTROEM)
Ca (-0.90397, -2.49777, -1.23785)
Ca (2.29839, -1.95257, 0.07622)
O (1.28183, -3.01025, -1.59457)
H (1.53274, -2.74657, -2.49454)
O (0.22050, -1.15121, 0.10328)
H (-0.30966, -0.36884, 0.33472)
C (1.38026, 3.37961, -1.64388)
Br (0.25410, 1.84429, -1.22975)
Br (0.61171, 4.42330, -3.00518)
Br (3.11566, 2.78601, -2.06850)
H (1.42739, 3.96316, -0.73677)
C (-2.15015, -0.96273, 2.60441)
Br (-1.47608, -2.23316, 3.86172)
Br (-1.42291, 0.77509, 2.87987)
Br (-4.05531, -0.94238, 2.50533)
H (-1.80449, -1.30598, 1.64549)

Löwdin population analysis, charges in e, atoms 1 to 5: atom 1 (Ca): 1.64, atom 2 (Ca): 1.66, atom 3 (O): -0.67, atom 4 (H): 0.00, atom 5 (O): -0.75



Q: The lowest strongest force on any atom belongs to which entry?
A: C2H4Br6Ca2O2



Q: Among the records above, which one has the lowest charge?
A: C2H2FPr



Q: Look up the strongest force on any atom of the third one.
A: 0.98 eV/Å



Q: The highest strongest force on any atom belongs to which entry?
A: C2H2FPr